No. 1
Entry from the OMol25 dataset: C33H36F6Ge2N5O7S2SiTi as an isolated structure (wB97M-V/def2-TZVPD).

Cartesian coordinates (Å):
Ti 0.14421 0.32411 0.43645
O -0.67489 3.00833 -2.70257
C -0.70170 2.10213 -1.89897
N -0.39217 2.13195 -0.55361
C -0.57210 3.28474 0.15685
O -0.77692 4.41642 -0.24141
C -0.56776 3.02162 1.65108
C -0.69064 4.06947 2.55016
C -0.71383 3.77974 3.90149
C -0.61923 2.45556 4.30643
C -0.50283 1.47039 3.34465
N -0.48007 1.75082 2.04216
C -1.17872 0.72661 -2.31490
C -1.62980 0.49936 -3.60184
C -2.15228 -0.74565 -3.90487
C -2.22841 -1.70140 -2.90485
C -1.74354 -1.39221 -1.64590
N -1.21307 -0.20514 -1.36092
H -0.77038 5.07319 2.15772
H -0.81094 4.57282 4.63283
H -0.64139 2.17786 5.35156
H -0.43145 0.42448 3.60953
H -1.55745 1.30091 -4.32294
H -2.49015 -0.97263 -4.90785
H -2.62061 -2.69097 -3.09274
H -1.77295 -2.11495 -0.84168
F 2.04054 -5.28942 -3.81532
C 2.49909 -4.03027 -3.75134
F 3.13071 -3.76758 -4.90366
F 3.38235 -3.95705 -2.76264
S 1.08685 -2.87139 -3.48775
O 0.57696 -3.22539 -2.19691
O 0.27590 -3.06896 -4.65309
N 1.77045 -1.45887 -3.56279
S 2.39659 -0.66356 -2.36677
O 3.72052 -1.06008 -1.99615
O 1.47570 -0.36138 -1.29570
C 2.61432 0.94512 -3.24561
F 1.53138 1.29887 -3.92471
F 3.64354 0.87835 -4.09705
F 2.87984 1.89018 -2.34123
C 3.79446 -0.57537 3.07156
Si 3.20668 0.80706 1.95814
C 4.46165 1.12354 0.60864
C 3.03622 2.37599 2.98636
O 1.75468 0.43920 1.32829
H 4.74528 -0.32107 3.55012
H 3.92010 -1.50134 2.50613
H 3.05688 -0.76407 3.85660
H 5.43359 1.39691 1.03088
H 4.12958 1.93962 -0.03902
H 4.58957 0.23666 -0.01371
H 4.01146 2.73468 3.32900
H 2.41122 2.20160 3.86587
H 2.57093 3.17237 2.39889
C -3.72587 1.53616 2.68912
Ge -3.16665 0.17552 1.28838
C -3.86784 1.19902 -0.30846
C -4.79809 -1.01844 1.49964
Ge -0.15012 -2.13897 1.55962
C -1.28188 -3.70140 1.05427
C -2.62702 -3.75148 1.41744
C -3.45004 -4.79517 1.01275
C -2.93934 -5.81773 0.22562
C -1.60174 -5.78543 -0.14700
C -0.78435 -4.74001 0.26379
C -0.30366 -2.17627 3.56232
C 0.76026 -2.53424 4.39423
C 0.64615 -2.48974 5.77933
C -0.54406 -2.09278 6.37373
C -1.61734 -1.73917 5.56685
C -1.49286 -1.77910 4.18354
H -4.79037 1.76141 2.56106
H -3.16880 2.47315 2.58803
H -3.57528 1.16583 3.70893
H -4.84078 1.64738 -0.07713
H -3.99389 0.54011 -1.17298
H -3.18711 2.00235 -0.60011
H -5.70426 -0.40550 1.44130
H -4.80088 -1.53675 2.46432
H -4.84093 -1.77787 0.71487
H -3.05200 -2.95406 2.01163
H -4.49395 -4.79745 1.30651
H -3.57916 -6.63068 -0.09980
H -1.19037 -6.57260 -0.76880
H 0.25144 -4.72838 -0.04831
H 1.69714 -2.85638 3.95557
H 1.49414 -2.76933 6.39511
H -0.63432 -2.05902 7.45370
H -2.55490 -1.42303 6.01120
H -2.33250 -1.45942 3.57262
N 2.63632 -3.63889 1.41639
C 1.60458 -3.12305 1.47204

The largest force on an atom is 1.1 eV/Å. The spin multiplicity is 2. The expectation value of S² is 0.75. As for the net charge: -2. Its gap between HOMO and LUMO (spin up / spin down) is 0.2059 / 0.2078 Eh. For the HOMO energy (spin up / spin down), the calculation gives -1.39 / -1.44 eV.

No. 2
Entry from the OMol25 dataset: C33H36KN4O2PS4 as an isolated structure (wB97M-V/def2-TZVPD).

Cartesian coordinates (Å):
K 1.80114 0.03227 0.33704
C 1.36611 -3.93604 -1.88835
C 0.04462 -3.76067 -1.06000
N 0.17988 -2.75711 -0.02991
C 0.47790 -3.22881 1.30596
C 1.86270 -3.85873 1.45436
S 3.27276 -2.75222 1.11066
C 4.02149 -3.54161 -0.36853
C 3.61569 -2.90802 -1.70638
N 2.19217 -2.75826 -1.82628
H 1.10181 -4.22164 -2.92007
H 1.93723 -4.77085 -1.47680
H -0.23521 -4.73461 -0.62637
H -0.76159 -3.47508 -1.73719
H -0.60592 -2.12144 -0.01484
H -0.25844 -3.98539 1.64614
H 0.42224 -2.37555 1.98321
H 1.97040 -4.74196 0.82152
H 1.97334 -4.16412 2.49573
H 3.81141 -4.61335 -0.33543
H 5.09753 -3.41211 -0.23968
H 4.06860 -3.50808 -2.52204
H 4.03997 -1.90393 -1.74360
H 1.92159 -2.02255 -2.46924
S 2.21833 -1.14122 3.49655
C 3.39687 0.12547 3.61281
S 4.23889 0.68893 2.25560
C 3.54942 0.74701 4.87617
C 4.43748 1.82750 5.08946
N 5.13068 2.72169 5.33390
C 2.78049 0.37039 6.00026
N 2.16523 0.11881 6.95024
O 2.68888 0.45244 -1.74321
C 1.89051 0.46677 -2.65652
C 1.11517 1.31241 -3.42909
C 1.55512 1.75588 -4.72974
C 0.68880 2.32918 -5.61210
C -0.67753 2.50051 -5.30437
C -1.12709 2.09222 -4.06067
C -0.28151 1.53225 -3.11068
P -0.85269 0.89832 -1.51287
C -1.52008 2.37923 -0.66904
C -0.90771 3.61585 -0.87226
C -1.32454 4.73818 -0.17332
C -2.37656 4.64850 0.72743
C -2.98112 3.42001 0.95180
C -2.53877 2.29045 0.28051
C -2.36805 0.02558 -2.09830
C -3.68441 0.48071 -2.11224
C -4.70500 -0.32552 -2.60050
C -4.43416 -1.59197 -3.09436
C -3.11932 -2.04221 -3.12536
C -2.10609 -1.23952 -2.63380
H 2.59986 1.61493 -4.98440
H 1.05806 2.66088 -6.57743
H -1.35136 2.95218 -6.02163
H -2.17449 2.22606 -3.80737
H -0.09807 3.68835 -1.58862
H -0.82904 5.68862 -0.33075
H -2.71064 5.52532 1.26905
H -3.78953 3.34119 1.66938
H -2.97121 1.32367 0.50747
H -3.91789 1.47505 -1.75554
H -5.72462 0.04363 -2.59464
H -5.23767 -2.21881 -3.46165
H -2.89047 -3.02154 -3.52936
H -1.07143 -1.56699 -2.67289
O 0.09450 0.67809 1.65840
S 0.44439 1.08855 3.05545
C -0.56645 2.64776 3.30765
C -1.92957 2.25365 3.84287
C -1.64664 1.13704 4.84151
C -0.73681 0.15625 4.12201
H -0.59202 3.17453 2.35353
H -0.00570 3.23283 4.04112
H -2.54308 1.86546 3.02576
H -2.45983 3.09467 4.30228
H -2.56348 0.65287 5.18921
H -1.12525 1.54115 5.71367
H -1.27875 -0.46645 3.40673
H -0.15146 -0.46696 4.79198

The largest force on an atom is 1.8 eV/Å. As for the net charge: -2. Its gap between HOMO and LUMO is 0.1738 Eh. For the HOMO energy, the calculation gives -0.94 eV.

No. 3
Entry from the OMol25 dataset: C33H36N13NaO as an isolated structure (wB97M-V/def2-TZVPD).

Cartesian coordinates (Å):
Na -0.62810 0.42828 -0.16767
C -4.61447 2.98929 0.64089
C -3.29943 2.49491 0.55280
N -3.00591 1.28409 0.15008
C -4.01306 0.43802 -0.19352
C -5.36797 0.84495 -0.15121
C -5.63854 2.16307 0.28041
C -6.39536 -0.05519 -0.51763
C -6.05205 -1.32523 -0.88708
C -4.71487 -1.75388 -0.92451
C -3.65705 -0.91279 -0.59060
N -2.34202 -1.24987 -0.47827
C -1.78475 -2.31273 -1.11039
C -2.21118 -2.92401 -2.28902
C -1.48351 -3.95956 -2.89951
C -0.32057 -4.44640 -2.36819
C 0.17517 -3.86121 -1.17849
C 1.37568 -4.28656 -0.56272
C 1.82063 -3.66860 0.57111
C 1.06792 -2.59099 1.07961
N -0.04113 -2.16471 0.53497
C -0.52594 -2.79724 -0.56384
H -4.79202 3.99981 0.98343
H -2.45975 3.13103 0.82164
H -6.66870 2.49753 0.32499
H -7.42748 0.26976 -0.48671
H -6.82744 -2.03468 -1.15186
H -4.51135 -2.78395 -1.17935
H -3.11144 -2.57318 -2.77341
H -1.86803 -4.38187 -3.82077
H 0.22316 -5.25741 -2.83544
H 1.92812 -5.10816 -1.00438
H 2.72944 -3.98269 1.06835
H 1.39821 -2.06297 1.97134
N 0.39050 -0.33419 -2.42982
C -0.60616 0.19008 -3.37071
C -0.56920 1.70838 -3.39534
N -0.97614 2.24796 -2.09649
H 1.31400 -0.09283 -2.77647
H 0.33777 -1.34798 -2.41617
H -1.59354 -0.14886 -3.04164
H -0.46074 -0.18166 -4.39151
H -1.19471 2.06090 -4.22445
H 0.45439 2.03347 -3.60205
H -1.95911 2.05062 -1.92702
H -0.86915 3.25438 -2.06917
N -2.17976 -0.96822 2.50643
C -1.25612 -0.20912 3.08549
N -1.17673 -0.19189 4.42477
C -0.22902 0.59618 4.91489
N -0.08525 0.63210 6.25924
N 0.62493 1.35332 4.19990
C 0.44369 1.25728 2.88906
N -0.45402 0.51697 2.27121
C 1.34614 2.07825 2.01632
C 2.28127 2.93922 2.57554
C 3.08408 3.68609 1.72766
C 2.92211 3.55197 0.35872
C 1.95928 2.66728 -0.10732
N 1.19216 1.94077 0.69748
H -2.73822 -1.55927 3.09553
H -2.15795 -1.10893 1.48872
H -0.79026 0.19550 6.82406
H 0.51930 1.32722 6.65555
H 2.35727 3.00482 3.65063
H 3.82261 4.36626 2.13250
H 3.52323 4.11530 -0.34223
H 1.79409 2.53176 -1.17123
N 3.25393 1.20781 -3.32786
C 3.69833 0.85852 -2.31845
N 4.21744 0.46738 -1.16217
C 5.67474 0.36646 -1.05227
C 6.04093 0.43281 0.41845
O 5.36527 -0.56761 1.15365
C 3.95945 -0.38894 1.07656
C 3.47241 -0.50797 -0.35442
H 6.12698 1.19218 -1.60028
H 6.02282 -0.57971 -1.48227
H 5.78657 1.42471 0.81537
H 7.10799 0.25985 0.55054
H 3.68593 0.59567 1.47687
H 3.50893 -1.16132 1.69567
H 2.40680 -0.28642 -0.41721
H 3.64453 -1.52345 -0.72931

The largest force on an atom is 0.3 eV/Å. Its gap between HOMO and LUMO is 0.2286 Eh. For the HOMO energy, the calculation gives -6.12 eV.

Which of these has the lowest largest force on an atom?
C33H36N13NaO

largest force on an atom of number 1 (C33H36F6Ge2N5O7S2SiTi)?
1.1 eV/Å

Number 2 is which compound?
C33H36KN4O2PS4

Which of these has the lowest largest force on an atom?
C33H36N13NaO